{
  "formula": "C9H18N2O3",
  "method": "ωB97M-V with the def2-TZVPD basis set",
  "species": ["C", "C", "C", "C", "C", "N", "C", "O", "C", "C", "N", "C", "O", "O", "H", "H", "H", "H", "H", "H", "H", "H", "H", "H", "H", "H", "H", "H", "H", "H", "H", "H"],
  "positions_angstrom": [[0.951, -0.838, 2.770], [1.288, -1.405, 1.377], [0.067, -1.919, 0.513], [0.576, -2.638, -0.656], [-0.989, -0.874, 0.169], [-0.450, 0.096, -0.739], [0.161, 1.264, -0.676], [0.417, 2.013, 0.269], [0.942, 1.614, -1.980], [0.358, 2.784, -2.747], [1.086, 0.507, -3.000], [-1.611, -0.354, 1.441], [-2.293, -1.062, 2.161], [-1.382, 0.924, 1.652], [0.333, 0.098, 2.656], [0.113, -1.606, 2.948], [1.703, -0.873, 3.587], [2.119, -0.647, 0.981], [1.851, -2.301, 1.505], [-0.608, -2.580, 1.084], [-0.150, -3.189, -1.293], [1.131, -3.507, -0.295], [1.291, -2.129, -1.366], [-1.537, -1.590, -0.548], [-0.447, -0.168, -1.671], [1.999, 1.729, -1.516], [1.168, 3.522, -2.796], [-0.455, 3.299, -2.251], [-0.177, 2.400, -3.744], [1.647, 0.955, -3.808], [1.877, -0.011, -2.542], [-0.716, 1.574, 1.318]],
  "e_homo_ev": -9.91,
  "e_above_lowest_kcal_mol": 72.21,
  "fmax_ha_per_bohr": 0.0730,
  "lumo_energy_ev": 0.5,
  "smiles": "CC[C@H](C)[C@H](NC(=O)[C@H](C)N)C(=O)O"
}

{
  "formula": "C22H28NO",
  "method": "ωB97M-V with the def2-TZVPD basis set",
  "species": ["C", "C", "N", "C", "C", "C", "C", "C", "O", "C", "C", "C", "C", "C", "C", "C", "C", "C", "C", "C", "C", "C", "C", "C", "H", "H", "H", "H", "H", "H", "H", "H", "H", "H", "H", "H", "H", "H", "H", "H", "H", "H", "H", "H", "H", "H", "H", "H", "H", "H", "H", "H"],
  "positions_angstrom": [[-0.982, 3.513, -1.745], [-0.713, 2.586, -0.575], [0.634, 2.745, 0.060], [1.743, 2.304, -0.843], [1.541, 0.908, -1.161], [1.263, -0.243, -1.355], [0.779, -1.586, -1.530], [-0.428, -1.815, -0.585], [-1.298, -0.695, -0.787], [-1.076, -3.126, -1.000], [-2.136, -3.140, -1.896], [-2.706, -4.340, -2.285], [-2.215, -5.535, -1.789], [-1.146, -5.527, -0.908], [-0.576, -4.329, -0.516], [-0.062, -1.859, 0.894], [-1.082, -2.159, 1.794], [-0.842, -2.186, 3.155], [0.425, -1.911, 3.641], [1.444, -1.610, 2.756], [1.204, -1.582, 1.391], [0.858, 4.083, 0.722], [1.610, 5.076, -0.154], [1.593, 3.854, 2.037], [-1.969, 3.279, -2.135], [-0.274, 3.365, -2.555], [-0.986, 4.558, -1.450], [-0.792, 1.543, -0.899], [-1.456, 2.757, 0.206], [0.634, 2.055, 0.820], [2.693, 2.439, -0.320], [1.744, 2.912, -1.748], [1.553, -2.328, -1.333], [0.430, -1.706, -2.558], [-2.160, -0.924, -0.421], [-2.513, -2.211, -2.300], [-3.533, -4.338, -2.978], [-2.660, -6.470, -2.092], [-0.754, -6.456, -0.524], [0.255, -4.327, 0.175], [-2.070, -2.397, 1.424], [-1.644, -2.431, 3.835], [0.618, -1.939, 4.703], [2.438, -1.404, 3.125], [2.020, -1.350, 0.724], [-0.137, 4.483, 0.938], [2.656, 4.807, -0.265], [1.574, 6.050, 0.327], [1.164, 5.182, -1.138], [1.032, 3.193, 2.696], [1.722, 4.801, 2.553], [2.582, 3.432, 1.873]],
  "e_homo_ev": -11.45,
  "e_above_lowest_kcal_mol": 2.39,
  "fmax_ha_per_bohr": 0.0192,
  "lumo_energy_ev": -2.3,
  "smiles": "CC[N@@H+](CC#CCC(O)(c1ccccc1)c1ccccc1)C(C)C",
  "total_charge": 1
}

{
  "formula": "C20H26N4O4",
  "method": "ωB97M-V with the def2-TZVPD basis set",
  "species": ["C", "C", "N", "C", "O", "C", "N", "C", "N", "C", "C", "O", "N", "C", "C", "C", "C", "C", "C", "C", "C", "C", "O", "O", "C", "C", "C", "C", "H", "H", "H", "H", "H", "H", "H", "H", "H", "H", "H", "H", "H", "H", "H", "H", "H", "H", "H", "H", "H", "H", "H", "H", "H", "H"],
  "positions_angstrom": [[-1.950, -2.499, 2.301], [-1.647, -2.981, 0.886], [-0.226, -3.192, 0.698], [0.593, -2.185, 0.364], [0.189, -1.040, 0.177], [1.999, -2.591, 0.254], [2.363, -3.873, 0.561], [3.653, -3.939, 0.387], [4.159, -2.758, -0.020], [3.127, -1.872, -0.115], [3.446, -0.492, -0.555], [4.614, -0.182, -0.753], [2.391, 0.310, -0.713], [2.499, 1.701, -1.118], [1.954, 1.863, -2.536], [1.801, 2.537, -0.068], [2.384, 2.617, 1.194], [1.770, 3.317, 2.215], [0.557, 3.948, 1.990], [-0.029, 3.874, 0.740], [0.587, 3.173, -0.283], [-2.111, -1.997, -0.213], [-1.949, -2.250, -1.379], [-2.742, -0.961, 0.296], [-3.211, 0.125, -0.546], [-2.046, 0.720, -1.332], [-4.315, -0.378, -1.476], [-3.762, 1.148, 0.448], [-3.020, -2.371, 2.433], [-1.585, -3.225, 3.024], [-1.461, -1.545, 2.476], [-2.153, -3.932, 0.687], [0.195, -4.097, 0.849], [4.243, -4.819, 0.546], [5.112, -2.498, -0.233], [1.461, -0.044, -0.472], [3.571, 1.940, -1.115], [2.573, 1.294, -3.225], [0.936, 1.486, -2.598], [1.975, 2.908, -2.832], [3.328, 2.122, 1.369], [2.237, 3.371, 3.188], [0.073, 4.494, 2.787], [-0.975, 4.363, 0.557], [0.112, 3.131, -1.250], [-1.232, 0.953, -0.650], [-2.370, 1.626, -1.836], [-1.686, 0.008, -2.069], [-3.918, -1.124, -2.160], [-5.120, -0.825, -0.897], [-4.713, 0.452, -2.053], [-2.968, 1.479, 1.112], [-4.161, 2.006, -0.084], [-4.552, 0.702, 1.046]],
  "e_homo_ev": -8.93,
  "e_above_lowest_kcal_mol": 1.45,
  "fmax_ha_per_bohr": 0.0189,
  "lumo_energy_ev": 0.7,
  "smiles": "C[C@H](NC(=O)c1nc[nH]c1C(=O)N[C@@H](C)c1ccccc1)C(=O)OC(C)(C)C"
}

{
  "formula": "C30H59As3MnN2OS",
  "method": "ωB97M-V with the def2-TZVPD basis set",
  "species": ["Mn", "C", "As", "C", "C", "C", "C", "C", "As", "C", "C", "C", "As", "C", "C", "H", "H", "H", "H", "H", "H", "H", "H", "H", "H", "H", "H", "H", "H", "H", "H", "H", "H", "H", "H", "H", "H", "H", "H", "H", "H", "H", "C", "C", "C", "C", "C", "C", "C", "O", "C", "C", "C", "H", "H", "H", "H", "H", "H", "H", "H", "H", "H", "H", "H", "C", "C", "C", "C", "N", "C", "S", "N", "C", "C", "C", "C", "H", "H", "H", "H", "H", "H", "H", "H", "H", "H", "H", "H", "H", "H", "H", "H", "H", "H", "H", "H"],
  "positions_angstrom": [[0.282, 0.602, -0.022], [1.328, 0.195, 3.777], [-0.124, 0.212, 2.500], [-1.108, -1.389, 2.958], [-1.372, 1.604, 3.080], [-1.088, 3.087, 2.779], [0.355, 3.442, 3.111], [-1.440, 3.465, 1.337], [-0.279, 3.013, -0.161], [1.332, 4.076, -0.088], [-1.223, 3.731, -1.681], [-2.052, 3.884, 3.693], [-2.465, 5.844, 3.658], [-3.652, 5.934, 2.083], [-0.869, 6.659, 2.844], [0.903, 0.351, 4.769], [2.059, 0.971, 3.566], [1.805, -0.784, 3.740], [-1.338, -1.349, 4.023], [-0.497, -2.264, 2.747], [-2.034, -1.440, 2.388], [-1.438, 1.467, 4.165], [-2.344, 1.306, 2.674], [1.076, 2.869, 2.514], [0.569, 3.228, 4.159], [0.561, 4.501, 2.949], [-1.451, 4.556, 1.240], [-2.433, 3.104, 1.055], [1.054, 5.008, 0.410], [1.655, 4.288, -1.106], [2.124, 3.590, 0.474], [-1.121, 4.816, -1.610], [-2.281, 3.486, -1.617], [-0.790, 3.392, -2.621], [-1.734, 3.696, 4.723], [-3.050, 3.438, 3.618], [-4.376, 5.119, 2.114], [-3.147, 5.938, 1.116], [-4.212, 6.866, 2.161], [-0.010, 6.575, 3.509], [-1.095, 7.721, 2.742], [-0.604, 6.286, 1.852], [8.604, -0.342, -0.341], [7.164, 0.012, -0.488], [6.184, -0.656, 0.263], [4.853, -0.351, 0.156], [3.876, -1.126, 0.988], [4.459, 0.692, -0.764], [3.150, 1.129, -0.894], [2.142, 0.656, -0.243], [5.466, 1.357, -1.565], [5.181, 2.416, -2.595], [6.782, 1.006, -1.391], [8.762, -1.142, 0.376], [9.170, 0.537, -0.026], [9.010, -0.644, -1.309], [6.497, -1.437, 0.943], [4.411, -1.870, 1.573], [3.139, -1.635, 0.365], [3.328, -0.472, 1.669], [2.921, 1.927, -1.598], [4.137, 2.556, -2.855], [5.698, 2.153, -3.518], [5.587, 3.374, -2.266], [7.547, 1.496, -1.980], [-4.928, -3.286, -1.713], [-4.741, -3.872, -3.107], [-3.334, -3.743, -3.684], [-2.841, -2.315, -3.879], [-2.346, -1.774, -2.585], [-2.125, -0.548, -2.183], [-1.682, -0.423, -0.451], [-2.270, 0.559, -2.882], [-2.893, 0.776, -4.209], [-4.416, 0.870, -4.176], [-5.002, 2.126, -3.531], [-5.036, 2.113, -2.006], [-5.932, -3.482, -1.341], [-4.795, -2.201, -1.695], [-4.230, -3.729, -0.996], [-5.454, -3.417, -3.799], [-4.992, -4.933, -3.086], [-3.296, -4.224, -4.663], [-2.610, -4.292, -3.069], [-3.653, -1.681, -4.232], [-2.014, -2.270, -4.588], [-2.138, -2.491, -1.901], [-2.154, 1.391, -2.330], [-2.539, 0.004, -4.887], [-2.458, 1.715, -4.557], [-4.831, -0.012, -3.676], [-4.739, 0.808, -5.217], [-6.028, 2.237, -3.883], [-4.476, 3.010, -3.906], [-5.591, 1.249, -1.635], [-5.527, 3.005, -1.619], [-4.047, 2.067, -1.543]],
  "e_homo_ev": [-14.94, -14.94],
  "e_above_lowest_kcal_mol": 14.05,
  "multiplicity": 5,
  "fmax_ha_per_bohr": 0.0099,
  "lumo_energy_ev": [-11.3, -9.0],
  "total_charge": 3
}

no.,E_tot (eV)
1,-18745.8850
2,-26798.7395
3,-35315.2236
4,-261742.2798